C24H28EuN6S4 | the ωB97M-V functional and the def2-TZVPD basis

Cartesian coordinates (Å):
Eu1 -0.1577 1.0967 -0.1389
C1 -1.3415 -1.8349 -1.9431
C2 -2.4478 -1.8293 -0.8806
C3 -1.9872 -1.8494 0.5573
C4 -2.2428 -2.9656 1.3483
C5 -1.8601 -2.9719 2.6784
C6 -1.2328 -1.8523 3.1981
C7 -1.0060 -0.7858 2.3477
N1 -1.3586 -0.7772 1.0602
N2 -0.6619 -0.5580 -2.2547
C8 -1.4038 0.2291 -3.2349
C9 -2.5369 1.0437 -2.6620
C10 -3.4584 1.6187 -3.5290
C11 -4.5158 2.3298 -2.9978
C12 -4.6293 2.4293 -1.6195
C13 -3.6421 1.8599 -0.8421
N3 -2.6005 1.1905 -1.3458
C14 0.6532 -0.8795 -2.8139
C15 1.5769 -1.4783 -1.7822
C16 2.6897 -2.2091 -2.1846
C17 3.5042 -2.7825 -1.2271
C18 3.1650 -2.6426 0.1124
C19 2.0443 -1.8951 0.4222
N4 1.2840 -1.2889 -0.4941
H1 -1.7678 -2.2380 -2.8726
H2 -0.5824 -2.5426 -1.6179
H3 -3.0434 -2.7286 -1.0463
H4 -3.1056 -0.9786 -1.0236
H5 -2.7486 -3.8213 0.9166
H6 -2.0573 -3.8351 3.3034
H7 -0.9239 -1.7999 4.2335
H8 -0.5091 0.1070 2.7159
H9 -1.8043 -0.4218 -4.0258
H10 -0.7074 0.9219 -3.7084
H11 -3.3422 1.5000 -4.6014
H12 -5.2476 2.7929 -3.6492
H13 -5.4460 2.9635 -1.1518
H14 -3.6771 1.9449 0.2337
H15 1.1176 0.0396 -3.1662
H16 0.5634 -1.5777 -3.6640
H17 2.9005 -2.3269 -3.2409
H18 4.3822 -3.3482 -1.5190
H19 3.7510 -3.1051 0.8968
H20 1.7394 -1.7562 1.4550
S1 1.9123 1.9873 -1.6919
S2 0.3413 3.1999 -2.3062
S3 -0.0845 4.5009 -0.7631
S4 -1.3612 3.5295 0.5297
C20 4.9873 0.3872 2.8497
C21 3.6373 1.0213 2.7526
C22 2.9378 1.8350 3.6080
C23 1.7157 2.1212 2.9559
N5 1.6615 1.5007 1.7802
N6 2.8262 0.8294 1.6997
C24 0.6419 3.0164 3.4830
H21 5.5772 0.8822 3.6182
H22 5.5307 0.4573 1.9055
H23 4.9072 -0.6696 3.1153
H24 3.2606 2.2062 4.5697
H25 3.0871 0.4421 0.8080
H26 0.8499 3.2570 4.5276
H27 -0.3460 2.5683 3.4078
H28 0.5924 3.9402 2.9082

**2S+1**: 8
**HOMO level (alpha / beta)**: -5.70 / -5.98 eV
**Frontier orbital gap (alpha / beta)**: 5.9383 / 6.2059 eV

Here are the natural (NBO) charges for atoms 1 to 8, given in e:
1 Eu 0.93
2 C -0.21
3 C -0.45
4 C 0.25
5 C -0.25
6 C -0.15
7 C -0.26
8 C 0.05